(1)
Here is a structure of composition C31H46FeGeN5O6S4Si3 from the OMol25 dataset. Energies are from ωB97M-V/def2-TZVPD.

Results
Net charge: -2
LUMO level (alpha / beta), eV: 3.65 / 3.51
Multiplicity: 6
Gap between HOMO and LUMO (alpha / beta), eV: 5.1 / 5.4
F_max, Eh/bohr: 0.0191

Last column: Löwdin charge in e.
Element x y z (Å)
1 Fe -0.523 0.596 -0.788  0.414
2 O -0.869 -2.944 -2.953  0.022
3 C -0.559 -2.307 -1.947  -0.625
4 O 0.074 -1.193 -1.915  -0.245
5 C -0.837 -2.958 -0.571  -0.094
6 C 0.255 -2.551 0.428  -0.286
7 C 0.279 -3.524 1.613  -0.094
8 C -1.001 -3.094 2.370  -0.102
9 C -1.506 -1.948 1.477  -0.262
10 O -0.281 -1.361 1.021  -0.107
11 C -2.122 -2.510 0.179  -0.088
12 C -2.991 -1.390 -0.452  -0.602
13 O -4.219 -1.521 -0.353  -0.008
14 O -2.388 -0.385 -0.940  -0.124
15 H -0.850 -4.035 -0.740  0.144
16 H 1.216 -2.339 -0.020  0.060
17 H 1.175 -3.373 2.217  0.094
18 H 0.253 -4.564 1.284  0.111
19 H -0.767 -2.727 3.372  0.105
20 H -1.741 -3.891 2.454  0.103
21 H -2.130 -1.221 1.993  0.127
22 H -2.798 -3.340 0.384  0.140
23 O -0.713 7.123 -3.911  -0.106
24 C -0.684 6.049 -3.355  -1.058
25 S -1.217 4.540 -4.095  0.929
26 C -0.877 3.464 -2.730  -1.151
27 C -0.359 4.065 -1.608  -1.148
28 S 0.027 3.245 -0.177  0.585
29 S -0.134 5.817 -1.696  0.924
30 S -1.199 1.806 -2.894  0.661
31 C 3.395 2.392 1.519  -0.246
32 Si 3.607 2.365 -0.381  0.324
33 C 5.484 2.048 -0.613  -0.240
34 C 3.473 4.179 -0.956  -0.239
35 Ge 2.071 0.630 -1.243  0.583
36 Si 2.470 0.596 -3.635  0.331
37 C 1.421 -0.611 -4.644  -0.225
38 C 2.363 2.296 -4.493  -0.220
39 C 4.283 0.072 -3.976  -0.244
40 Si 3.402 -1.328 -0.601  0.379
41 C 5.305 -1.466 -0.863  -0.235
42 C 2.864 -2.986 -1.400  -0.215
43 C 3.309 -1.534 1.313  -0.240
44 H 3.961 3.201 1.992  0.016
45 H 3.726 1.444 1.952  0.001
46 H 2.340 2.528 1.769  -0.011
47 H 6.075 2.851 -0.161  0.013
48 H 5.747 1.984 -1.672  0.008
49 H 5.778 1.112 -0.141  -0.021
50 H 4.374 4.743 -0.691  0.015
51 H 2.618 4.666 -0.493  -0.021
52 H 3.344 4.248 -2.039  0.003
53 H 0.360 -0.407 -4.498  0.005
54 H 1.585 -1.638 -4.314  0.019
55 H 1.646 -0.546 -5.714  0.019
56 H 1.327 2.571 -4.678  -0.005
57 H 2.884 2.281 -5.456  0.017
58 H 2.814 3.081 -3.880  0.000
59 H 4.462 -0.951 -3.638  -0.006
60 H 4.988 0.725 -3.455  0.003
61 H 4.508 0.116 -5.047  0.015
62 H 5.574 -1.409 -1.920  -0.001
63 H 5.652 -2.431 -0.479  0.020
64 H 5.859 -0.686 -0.342  -0.017
65 H 3.576 -3.267 -2.180  0.022
66 H 1.882 -2.908 -1.868  0.007
67 H 2.827 -3.799 -0.669  0.028
68 H 4.170 -1.052 1.785  0.010
69 H 3.303 -2.584 1.623  0.013
70 H 2.407 -1.061 1.713  0.009
71 C -3.853 1.725 0.391  0.013
72 C -2.853 1.473 1.458  -0.322
73 N -1.572 1.271 1.280  0.021
74 C -1.001 1.117 2.519  -0.129
75 C -1.960 1.221 3.474  -0.077
76 N -3.144 1.465 2.794  -0.019
77 C -4.441 1.614 3.395  -0.083
78 N -5.329 0.509 3.144  -0.048
79 N -6.505 0.723 2.498  0.061
80 N -7.114 -0.386 2.350  0.070
81 C -6.350 -1.387 2.887  -0.231
82 C -6.565 -2.762 2.979  -0.011
83 C -5.605 -3.509 3.627  -0.093
84 C -4.455 -2.923 4.174  -0.086
85 C -4.214 -1.566 4.077  -0.012
86 C -5.181 -0.817 3.416  -0.162
87 H -3.320 1.986 -0.520  0.071
88 H -4.538 2.529 0.676  0.079
89 H -4.435 0.824 0.175  0.074
90 H 0.057 0.941 2.625  0.112
91 H -1.919 1.187 4.550  0.107
92 H -4.948 2.491 2.995  0.131
93 H -4.291 1.743 4.467  0.135
94 H -7.447 -3.212 2.544  0.110
95 H -5.735 -4.580 3.713  0.096
96 H -3.725 -3.549 4.669  0.100
97 H -3.311 -1.122 4.473  0.100

---

(2)
Here is a structure of composition C31H46I3N4O5 in a non-equilibrium geometry from the OMol25 dataset. Energies are from ωB97M-V/def2-TZVPD.

Results
Net charge: +1
Energy relative to the best compared isomer or geometry (same formula, charge and spin), eV: 2.728
LUMO level, eV: -2.28
Multiplicity: 1
Gap between HOMO and LUMO, eV: 7.9
F_max, Eh/bohr: 0.0599

Last column: Löwdin charge in e.
Element x y z (Å)
1 C 5.002 5.899 -2.918  -0.118
2 C 5.039 5.998 -1.349  -0.238
3 C 5.833 4.751 -0.775  -0.169
4 C 4.848 3.594 -0.348  -0.295
5 C 5.536 2.788 0.835  -0.032
6 N 4.383 2.757 -1.484  0.030
7 C 3.032 2.297 -1.352  -0.329
8 O 2.012 2.903 -1.496  0.138
9 C 3.258 0.781 -1.009  0.024
10 C 2.382 -0.193 -0.392  -0.082
11 C 0.960 0.270 0.035  -0.131
12 C -0.214 -0.404 -0.794  -0.167
13 C -1.513 0.500 -0.739  -0.169
14 C -2.152 0.555 -2.186  -0.203
15 N -2.865 1.840 -2.348  0.020
16 C -4.015 1.934 -1.501  -0.484
17 C -4.654 3.351 -1.300  -0.008
18 O -4.554 0.988 -0.945  0.020
19 C 2.936 -1.539 -0.190  -0.161
20 C 2.047 -2.613 0.511  -0.168
21 O 2.674 -3.046 1.749  -0.175
22 N 2.982 -1.970 2.545  -0.040
23 O 2.737 -2.191 3.675  0.078
24 C 4.297 -1.903 -0.619  -0.487
25 I 5.058 -3.907 -0.339  0.932
26 C 5.187 -0.904 -1.247  -0.269
27 C 6.628 -1.209 -1.673  -0.773
28 I 8.128 -1.247 -0.104  0.758
29 C 6.959 -1.446 -2.973  -0.757
30 C 5.792 -1.356 -4.014  -0.115
31 I 8.984 -1.888 -3.594  0.780
32 C 4.641 0.420 -1.420  -0.005
33 C 5.250 1.737 -1.989  -0.334
34 O 6.184 1.928 -2.708  0.161
35 H 4.291 6.675 -3.296  0.068
36 H 4.672 4.879 -3.251  0.067
37 H 6.032 6.072 -3.339  0.080
38 H 5.574 6.911 -0.977  0.104
39 H 4.002 5.998 -0.908  0.104
40 H 6.333 5.096 0.176  0.112
41 H 6.655 4.391 -1.450  0.123
42 H 3.935 4.083 0.093  0.143
43 H 5.174 3.256 1.795  0.091
44 H 5.258 1.709 0.897  0.075
45 H 6.635 2.977 0.779  0.083
46 H 0.843 0.033 1.133  0.125
47 H 0.937 1.383 -0.046  0.101
48 H -0.441 -1.384 -0.302  0.088
49 H 0.059 -0.610 -1.856  0.115
50 H -2.267 0.062 -0.030  0.082
51 H -1.299 1.542 -0.372  0.123
52 H -2.862 -0.320 -2.283  0.120
53 H -1.394 0.417 -2.996  0.121
54 H -3.164 1.996 -3.317  0.142
55 H -4.634 3.644 -0.216  0.091
56 H -4.013 4.077 -1.864  0.080
57 H -5.701 3.357 -1.690  0.087
58 H 1.869 -3.496 -0.145  0.125
59 H 1.065 -2.162 0.803  0.095
60 H 5.412 -0.297 -4.058  0.081
61 H 4.945 -1.997 -3.653  0.085
62 H 6.092 -1.634 -5.050  0.071
63 C -8.562 -3.970 3.489  -0.093
64 C -7.109 -4.400 3.275  -0.219
65 C -6.089 -3.290 3.530  -0.113
66 N -5.714 -2.468 2.302  -0.245
67 C -6.918 -1.966 1.556  0.020
68 C -4.873 -1.265 2.748  -0.088
69 C -3.447 -1.767 2.722  -0.147
70 C -3.414 -2.622 1.470  -0.144
71 C -4.791 -3.270 1.370  -0.069
72 H -8.925 -3.314 2.699  0.059
73 H -9.211 -4.846 3.501  0.085
74 H -8.682 -3.453 4.443  0.085
75 H -6.988 -4.847 2.285  0.114
76 H -6.908 -5.194 3.998  0.121
77 H -5.156 -3.728 3.890  0.134
78 H -6.450 -2.596 4.290  0.134
79 H -7.557 -1.433 2.257  0.118
80 H -7.431 -2.813 1.106  0.104
81 H -6.582 -1.296 0.765  0.112
82 H -5.015 -0.466 2.017  0.135
83 H -5.207 -0.925 3.727  0.137
84 H -3.228 -2.366 3.609  0.121
85 H -2.728 -0.949 2.683  0.127
86 H -2.618 -3.366 1.505  0.126
87 H -3.237 -1.998 0.590  0.107
88 H -4.780 -4.308 1.695  0.131
89 H -5.184 -3.214 0.356  0.135